# 1
C6H16BrMnO2 | wB97M-V/def2-TZVPD

HOMO level (alpha / beta): -12.093 / -11.495 eV
DFT total energy: -4112.99498 hartree
LUMO level (alpha / beta): -4.5 / -3.8 eV
energy above the lowest of the compared OMol25 structures with the same formula, charge and spin: 277.74 kcal per mole
maximum force: 0.2406 hartree/bohr

```
! wB97M-V def2-TZVPD RIJCOSX def2/J DEFGRID3
* xyz 1 6
Mn -2.53 -2.75 0.21
Br -0.81 -1.93 0.21
C -1.38 1.11 2.49
C -0.29 1.09 1.49
C 0.97 0.40 1.91
O -0.70 0.56 0.24
H -2.14 0.36 2.27
H -1.95 2.04 2.53
H -1.16 0.81 3.51
H -0.20 2.16 1.32
H 1.66 0.31 1.07
H 0.78 -0.58 2.35
H 1.37 1.07 2.67
H -0.53 -0.38 0.31
C 1.62 -0.24 -1.03
C 0.51 0.30 -1.89
C 0.15 -0.77 -2.88
O -0.71 0.19 -1.20
H 1.90 0.54 -0.31
H 2.50 -0.41 -1.64
H 1.19 -1.06 -0.45
H 0.61 1.24 -2.43
H 0.84 -0.95 -3.70
H -0.78 -0.59 -3.43
H -0.03 -1.74 -2.43
H -0.90 -0.75 -1.18
*
```

Here are the Mulliken charges for atoms 1 to 4, given in e: number 1, Mn, carries 0.329; number 2, Br, carries -0.301; number 3, C, carries -1.295; number 4, C, carries 0.755

# 2
C6H16BrN2O2 | wB97M-V/def2-TZVPD

HOMO level: -11.891 eV
DFT total energy: -3071.93743 hartree
LUMO level: -3.3 eV
energy above the lowest of the compared OMol25 structures with the same formula, charge and spin: 35.15 kcal per mole
maximum force: 0.1255 hartree/bohr

```
! wB97M-V def2-TZVPD RIJCOSX def2/J DEFGRID3
* xyz 1 1
Br -8.30 10.25 0.22
C -9.52 13.90 0.25
C -9.86 13.57 1.70
O -10.88 14.10 2.24
N -8.73 12.84 2.49
H -8.20 12.23 1.88
H -8.05 13.52 2.82
C -9.30 12.11 3.75
H -9.42 12.90 -0.15
H -8.60 14.47 0.25
H -10.22 14.57 -0.26
H -8.44 11.70 4.29
H -9.99 11.29 3.55
H -9.72 12.75 4.53
C -6.93 11.34 -2.81
C -6.04 10.11 -2.94
O -5.02 10.08 -3.55
N -6.34 8.87 -2.11
H -5.63 8.85 -1.40
H -7.20 9.14 -1.65
C -6.26 7.60 -3.02
H -7.98 11.12 -2.65
H -7.00 11.99 -3.68
H -6.68 11.72 -1.81
H -6.97 7.74 -3.84
H -6.51 6.63 -2.58
H -5.19 7.55 -3.21
*
```

Here are the Mulliken charges for atoms 1 to 4, given in e: number 1, Br, carries -0.709; number 2, C, carries -0.837; number 3, C, carries 0.595; number 4, O, carries -0.441

# 3
C6H16BrO8S2V | wB97M-V/def2-TZVPD

HOMO level: -8.308 eV
DFT total energy: -5154.26793 hartree
LUMO level: -4.9 eV
energy above the lowest of the compared OMol25 structures with the same formula, charge and spin: 68.08 kcal per mole
maximum force: 0.0954 hartree/bohr

```
! wB97M-V def2-TZVPD RIJCOSX def2/J DEFGRID3
* xyz 0 1
O 9.33 15.61 19.72
V 8.63 15.41 21.12
O 9.57 14.45 22.04
Br 10.39 19.79 23.03
O 11.26 27.22 27.35
S 11.05 26.82 25.92
O 10.64 27.77 24.89
O 12.48 26.15 25.38
C 12.79 26.17 24.06
C 14.25 25.72 23.91
C 10.01 25.29 25.81
H 12.75 27.13 23.55
H 12.08 25.50 23.58
H 14.94 26.56 23.96
H 14.30 25.36 22.88
H 14.44 24.93 24.65
H 10.24 24.85 24.84
H 8.94 25.45 25.92
H 10.34 24.65 26.63
O 8.12 22.93 14.31
S 9.14 23.17 15.33
O 10.28 24.06 15.02
O 8.36 23.76 16.66
C 9.12 24.24 17.78
C 8.08 25.09 18.51
C 9.61 21.58 16.10
H 9.87 24.95 17.43
H 9.48 23.43 18.41
H 8.55 25.72 19.27
H 7.29 24.49 18.97
H 7.55 25.71 17.79
H 8.75 21.22 16.67
H 10.45 21.92 16.72
H 9.89 20.98 15.24
*
```

Here are the Mulliken charges for atoms 1 to 4, given in e: number 1, O, carries -0.528; number 2, V, carries 1.632; number 3, O, carries -0.542; number 4, Br, carries -0.561